No. 1
The molecule C5H9NO2 at a distorted geometry. Source: the OMol25 dataset; level of theory: ωB97M-V with the def2-TZVPD basis set.

```
17
Properties=species:S:1:pos:R:3
N 1.94859 0.09742 -0.22468
C 0.58516 -0.53019 -0.21574
C -0.25805 -0.17570 1.06540
C -1.47381 -0.81325 0.29337
C -0.78292 -0.27153 -0.91959
O -1.01748 1.06281 -1.06159
C -0.02778 1.77940 -0.01833
O -0.33696 1.14920 1.15291
H 2.28346 -0.38936 0.70462
H 2.51535 -0.70220 -1.03550
H 0.73078 -1.72351 -0.24905
H 0.14093 -0.67951 1.89347
H -1.42680 -1.79878 0.44427
H -2.62620 -0.70960 0.54084
H -0.98762 -0.76558 -1.89695
H -0.42329 2.82523 0.12008
H 1.15665 1.64513 -0.59353
```

Results
- structure (SMILES) = N[C@H]1[C@@H]2C[C@H]1OCO2
- energy above the lowest of the compared OMol25 structures with the same formula, charge and spin (kcal/mol) = 148.4
- multiplicity = 1
- DFT total energy (hartree) = -400.9403
- HOMO-LUMO gap (eV) = 9.5

In elementary charge units, the Löwdin charges are:
1. N -0.04
2. C -0.31
3. C -0.31
4. C -0.05
5. C -0.37
6. O -0.09
7. C -0.11
8. O -0.03
9. H 0.11
10. H 0.20
11. H 0.18
12. H 0.13
13. H 0.05
14. H 0.17
15. H 0.15
16. H 0.14
17. H 0.19

***

No. 2
A cluster of 2 separate species, C5H9NO2 in total at a distorted geometry. Source: the OMol25 dataset; level of theory: ωB97M-V with the def2-TZVPD basis set.

```
17
Properties=species:S:1:pos:R:3
C 1.52871 -0.45679 0.56908
C 0.49709 0.62419 0.29488
C -0.10222 0.57880 -1.06351
C 0.19898 1.59322 -1.98868
N 1.73799 -0.57180 1.97797
C -2.43122 -1.26541 0.51624
O -1.67163 -1.72537 -0.36424
O -3.25587 -0.29364 0.34373
H 2.37172 -0.44756 -0.15032
H 0.90143 -1.42300 0.41758
H 0.98499 1.57490 0.52855
H -0.27560 0.44531 1.06022
H -0.89004 -0.13473 -1.19514
H 0.68273 2.53869 -1.57776
H -0.24154 1.79567 -3.00022
H 2.58190 -1.11223 2.05077
H -2.61744 -1.72025 1.58084
```

Results
- energy above the lowest of the compared OMol25 structures with the same formula, charge and spin (kcal/mol) = 193.9
- multiplicity = 1
- DFT total energy (hartree) = -400.8678
- HOMO-LUMO gap (eV) = 3.5

In elementary charge units, the Löwdin charges are:
1. C -0.23
2. C -0.23
3. C -0.15
4. C 0.04
5. N 0.28
6. C -0.56
7. O -0.07
8. O -0.07
9. H 0.15
10. H 0.22
11. H 0.12
12. H 0.12
13. H 0.06
14. H 0.07
15. H 0.06
16. H 0.07
17. H 0.13

***

No. 3
A structure of composition C5H9NO2 at a distorted geometry. Source: the OMol25 dataset; level of theory: ωB97M-V with the def2-TZVPD basis set.

```
17
Properties=species:S:1:pos:R:3
C -2.51219 0.78352 0.71841
C 2.47080 0.15724 0.19876
N -0.34696 0.24374 -0.30146
C -0.57674 0.50102 0.94727
C 1.29970 -0.51290 -0.43285
C 1.35239 -1.59747 -1.19658
O -3.12212 0.10410 -0.33187
O -0.06373 0.89381 1.94722
H -3.21515 0.71217 -1.07992
H -0.94673 -0.42010 -0.77694
H -2.61706 1.86507 0.65379
H -2.84257 0.37426 1.66938
H 2.48000 0.00342 1.28207
H 3.42262 -0.23391 -0.18854
H 2.45428 1.23488 0.01067
H 0.46446 -2.11999 -1.54489
H 2.29900 -1.98884 -1.57451
```

Results
- energy above the lowest of the compared OMol25 structures with the same formula, charge and spin (kcal/mol) = 91.8
- multiplicity = 1
- DFT total energy (hartree) = -401.0304
- HOMO-LUMO gap (eV) = 8.7

In elementary charge units, the Löwdin charges are:
1. C -0.15
2. C -0.08
3. N 0.14
4. C -0.46
5. C -0.20
6. C 0.02
7. O -0.09
8. O 0.09
9. H 0.09
10. H 0.09
11. H 0.09
12. H 0.08
13. H 0.08
14. H 0.08
15. H 0.09
16. H 0.06
17. H 0.07

***

No. 4
The molecule C5H9NO2 at a distorted geometry. Source: the OMol25 dataset; level of theory: ωB97M-V with the def2-TZVPD basis set.

```
17
Properties=species:S:1:pos:R:3
C 0.70449 -1.44443 -0.15233
C 0.93263 0.82043 0.41480
C -0.18624 -0.22724 -0.02127
C -0.95981 0.22777 -1.30249
C -1.03315 -0.54860 1.22229
N 1.90440 -1.25434 0.07632
O 2.15028 -0.00305 0.34229
O 0.81683 1.86071 -0.42408
H 0.34099 -2.39165 -0.33107
H 0.84439 1.08839 1.43265
H -2.00130 -0.09861 -1.46517
H -0.43876 -0.17652 -2.31451
H -0.90967 1.31606 -1.50160
H -2.09753 -0.53428 0.87431
H -0.99283 0.31090 1.91039
H -0.64135 -1.44565 1.67844
H 1.56663 2.50012 -0.43896
```

Results
- energy above the lowest of the compared OMol25 structures with the same formula, charge and spin (kcal/mol) = 81.6
- multiplicity = 3
- DFT total energy (hartree) = -400.8747
- expectation value of S² = 2.007
- HOMO-LUMO gap (alpha / beta) (eV) = 5.5 / 7.9

In elementary charge units, the Löwdin charges are:
1. C -0.17
2. C -0.32
3. C -0.40
4. C -0.04
5. C -0.03
6. N 0.00
7. O 0.04
8. O 0.03
9. H 0.10
10. H 0.14
11. H 0.07
12. H 0.13
13. H 0.07
14. H 0.09
15. H 0.08
16. H 0.08
17. H 0.15

***

No. 5
A cluster of 2 separate species, C5H9NO2 in total at a distorted geometry. Source: the OMol25 dataset; level of theory: ωB97M-V with the def2-TZVPD basis set.

```
17
Properties=species:S:1:pos:R:3
O 0.47521 1.25023 -2.57305
C 0.66865 2.08861 -1.74144
C 0.47334 1.85226 -0.27052
C -0.03833 0.70752 0.25300
C 0.84626 -0.58483 -0.33114
C -0.59220 -0.47310 -0.57086
N -1.33779 -1.30951 0.26620
O -0.17975 -2.12616 2.64548
H 1.06230 3.08318 -1.98997
H 0.90391 2.60862 0.37927
H -0.89170 -2.69340 2.95753
H -0.55196 -1.69958 1.85519
H -0.08083 0.66513 1.32834
H 1.57421 -0.29569 -1.07006
H 1.06523 -1.46385 0.26421
H -2.34611 -1.33946 0.13129
H -1.05044 -0.26997 -1.53347
```

Results
- energy above the lowest of the compared OMol25 structures with the same formula, charge and spin (kcal/mol) = 119.1
- multiplicity = 2
- DFT total energy (hartree) = -400.6913
- expectation value of S² = 0.759
- HOMO-LUMO gap (alpha / beta) (eV) = 6.5 / 6.4
- total charge = +1

In elementary charge units, the Löwdin charges are:
1. O 0.14
2. C -0.17
3. C 0.15
4. C -0.07
5. C 0.14
6. C -0.31
7. N 0.21
8. O -0.08
9. H 0.14
10. H 0.15
11. H 0.04
12. H -0.06
13. H 0.16
14. H 0.12
15. H 0.14
16. H 0.11
17. H 0.17

***

No. 6
The molecule C5H9NO2S at a distorted geometry. Source: the OMol25 dataset; level of theory: ωB97M-V with the def2-TZVPD basis set.

```
18
Properties=species:S:1:pos:R:3
C -1.23644 -0.45249 0.34371
C -0.13256 1.71883 -0.62713
C -0.95953 -1.66579 -0.69572
C 2.44358 0.77370 0.46287
C 1.15512 0.01409 0.51072
N -0.06770 0.58680 0.22015
O -1.04846 2.17399 -1.18058
O -2.47266 0.14326 0.08360
S -4.13580 -0.40030 0.13739
H -0.96507 -0.88049 1.38004
H 0.87587 2.17302 -0.66134
H -1.61613 -1.59470 -1.51955
H -1.38946 -2.52448 -0.18503
H 0.07472 -1.86202 -0.88218
H 2.77878 0.81954 -0.57758
H 3.24646 0.13588 0.96583
H 2.32330 1.64618 1.03595
H 1.12597 -0.80503 1.18886
```

Results
- energy above the lowest of the compared OMol25 structures with the same formula, charge and spin (kcal/mol) = 123.3
- multiplicity = 1
- DFT total energy (hartree) = -799.1623
- HOMO-LUMO gap (alpha / beta) (eV) = 9.7 / 4.9

In elementary charge units, the Löwdin charges are:
1. C -0.34
2. C -0.32
3. C -0.01
4. C -0.11
5. C -0.18
6. N -0.03
7. O 0.10
8. O -0.60
9. S 0.70
10. H 0.16
11. H 0.12
12. H 0.05
13. H 0.07
14. H 0.06
15. H 0.08
16. H 0.10
17. H 0.06
18. H 0.09